The following is a DFT calculation (wB97M-V/def2-TZVPD) of a 6-piece molecular cluster, C52H73BN6O5PS2 overall.

The calculation puts the lowest unoccupied orbital energy at 1.25 eV. For the gap between HOMO and LUMO, the calculation gives 6.177 eV. As for the total energy: -105924.7049 eV. The charge is -1.

Positions of all 140 atoms, in Å:
C  -1.1369  1.9537  4.7194
C  -1.3252  3.3758  4.1642
C  -0.1415  3.8553  3.3381
C  0.1665  2.9974  2.0827
N  0.0342  3.7205  0.8290
B  -1.0524  3.1491  -0.0978
C  -2.5194  3.4991  0.6475
C  -3.4520  2.3540  1.0355
C  -4.7668  2.9900  1.4553
S  -6.0618  1.8191  1.9823
C  -7.1668  1.8655  0.6212
S  -7.6537  3.2217  -0.0953
N  -7.6574  0.6042  0.2059
C  -8.5714  -0.1575  0.9065
C  -8.7538  -1.2979  0.1568
N  -7.9798  -1.2574  -0.9755
C  -7.3244  -0.1111  -0.9143
O  -0.7397  1.7483  -0.4257
C  -0.8817  1.3842  -1.7485
C  0.3942  0.6759  -2.2234
C  0.2981  -0.0012  -3.6135
C  0.3655  -1.5461  -3.5581
C  -0.8554  -2.1742  -4.1825
O  -0.7259  -2.1355  -5.6224
C  -1.7836  -2.7454  -6.1937
O  -2.6104  -2.1762  -6.8395
N  -2.0873  0.5072  -1.7720
C  -1.9079  -0.7205  -0.9993
C  -3.1077  -1.1395  -0.1479
C  -3.8301  -2.3642  -0.7069
C  -1.1368  2.7782  -2.4791
C  -0.0697  3.3280  -3.4348
N  -0.0968  2.8279  -4.8213
P  -2.7900  2.9309  -3.3626
N  -2.8235  4.6428  -3.5478
O  -3.9623  2.6434  -2.2132
O  -1.1355  3.7676  -1.4500
H  -2.0410  1.3634  4.6137
H  -0.8852  1.9510  5.7760
H  -0.3445  1.4343  4.1920
H  -1.4102  4.0445  5.0192
H  -2.2622  3.4246  3.6190
H  -0.2539  4.8966  3.0554
H  0.7228  3.8225  4.0094
H  -0.5065  2.1432  2.1253
H  1.1882  2.6360  2.1798
H  0.9275  3.8068  0.3604
H  -3.0822  4.1184  -0.0509
H  -2.3667  4.1275  1.5272
H  -3.6333  1.7360  0.1588
H  -3.0583  1.7223  1.8286
H  -4.5570  3.6290  2.3093
H  -5.1770  3.6097  0.6683
H  -9.0165  0.1188  1.8391
H  -9.4006  -2.1130  0.4179
H  -6.6074  0.2623  -1.6229
H  0.6700  -0.0774  -1.4971
H  1.2083  1.3898  -2.2065
H  -0.6520  0.2662  -4.0605
H  1.0963  0.3873  -4.2292
H  0.4518  -1.8948  -2.5378
H  1.1955  -1.8790  -4.1751
H  -1.7664  -1.6522  -3.9000
H  -0.9738  -3.2126  -3.8589
H  -1.8311  -3.8372  -6.0908
H  -2.4031  0.3337  -2.7186
H  -1.7222  -1.5556  -1.6803
H  -1.0465  -0.6505  -0.3570
H  -3.8154  -0.3354  0.0198
H  -2.7343  -1.4288  0.8337
H  -4.0894  -2.2104  -1.7498
H  -4.7520  -2.5125  -0.1524
H  -3.2299  -3.2631  -0.5980
H  0.9269  3.2115  -3.0160
H  -0.2474  4.3960  -3.4811
H  0.8155  2.5968  -5.1719
H  -0.7485  2.0785  -4.9702
H  -2.0935  5.0779  -2.9902
H  -3.7284  4.9715  -3.2362
H  -4.5669  3.3837  -2.1123
C  5.4316  -4.4364  -2.3715
C  4.4730  -5.0555  -1.5816
C  3.1505  -5.0952  -2.0005
C  2.7877  -4.5245  -3.2114
C  3.7456  -3.9055  -4.0015
C  5.0673  -3.8594  -3.5804
H  6.4627  -4.4014  -2.0439
H  4.7565  -5.5050  -0.6384
H  2.4000  -5.5731  -1.3833
H  1.7555  -4.5591  -3.5360
H  3.4615  -3.4579  -4.9453
H  5.8140  -3.3724  -4.1943
C  0.5196  7.9718  -0.2518
C  1.4231  9.0199  -0.3724
C  2.6075  9.0026  0.3520
C  2.8897  7.9326  1.1904
C  1.9854  6.8847  1.3067
C  0.7976  6.9023  0.5899
H  -0.4043  7.9851  -0.8160
H  1.2050  9.8511  -1.0319
H  3.3106  9.8217  0.2623
H  3.8155  7.9159  1.7529
H  2.2036  6.0470  1.9586
H  0.0990  6.0775  0.6888
C  -2.1883  -7.4790  -0.4186
C  -1.8720  -8.8148  -0.6245
C  -0.5894  -9.2744  -0.3601
C  0.3763  -8.3994  0.1175
C  0.0585  -7.0647  0.3266
C  -1.2221  -6.6031  0.0554
H  -3.1873  -7.1194  -0.6276
H  -2.6264  -9.4982  -0.9925
H  -0.3420  -10.3150  -0.5267
H  1.3762  -8.7579  0.3263
H  0.8100  -6.3808  0.7007
H  -1.4676  -5.5609  0.2136
C  4.9192  0.6568  4.6109
C  4.2744  1.8819  4.7138
C  3.9413  2.5876  3.5665
C  4.2442  2.0665  2.3165
C  4.8858  0.8409  2.2136
C  5.2262  0.1375  3.3606
H  5.1801  0.1055  5.5060
H  4.0290  2.2854  5.6878
H  3.4394  3.5436  3.6444
H  3.9758  2.6150  1.4229
H  5.1183  0.4324  1.2387
H  5.7298  -0.8182  3.2785
C  7.4062  -5.7606  4.2919
C  7.4931  -4.5206  4.9088
C  6.4887  -3.5810  4.7226
C  5.3940  -3.8839  3.9253
C  5.3059  -5.1249  3.3104
C  6.3134  -6.0621  3.4910
H  8.1908  -6.4925  4.4349
H  8.3443  -4.2859  5.5349
H  6.5588  -2.6114  5.1994
H  4.6091  -3.1519  3.7832
H  4.4513  -5.3607  2.6897
H  6.2467  -7.0284  3.0079

Atomic partial charges in e from the Löwdin method, atoms 1 to 99:
1 C -0.1038
2 C -0.2584
3 C -0.2009
4 C -0.2264
5 N 0.0508
6 B -0.8601
7 C -0.0726
8 C -0.2815
9 C -0.4848
10 S 0.9077
11 C -1.0933
12 S 0.7265
13 N -0.1786
14 C -0.0853
15 C -0.1609
16 N 0.0521
17 C -0.1591
18 O 0.0660
19 C -0.4400
20 C -0.0879
21 C -0.1569
22 C -0.1586
23 C -0.2039
24 O -0.0363
25 C -0.3688
26 O 0.1100
27 N 0.0431
28 C -0.2036
29 C -0.2223
30 C -0.1118
31 C -0.4487
32 C -0.2366
33 N 0.0073
34 P 0.8980
35 N -0.1570
36 O -0.3229
37 O -0.0351
38 H 0.0604
39 H 0.0592
40 H 0.0622
41 H 0.0942
42 H 0.0779
43 H 0.0954
44 H 0.0895
45 H 0.0994
46 H 0.0943
47 H 0.0904
48 H 0.0849
49 H 0.0809
50 H 0.0714
51 H 0.1034
52 H 0.0713
53 H 0.0260
54 H 0.1085
55 H 0.0854
56 H 0.1288
57 H 0.1022
58 H 0.1065
59 H 0.0860
60 H 0.0992
61 H 0.1035
62 H 0.1018
63 H 0.1125
64 H 0.1213
65 H 0.1426
66 H 0.0763
67 H 0.0874
68 H 0.1118
69 H 0.0814
70 H 0.1023
71 H 0.0690
72 H 0.0610
73 H 0.0529
74 H 0.1123
75 H 0.0896
76 H 0.0533
77 H 0.0158
78 H 0.0249
79 H 0.0177
80 H 0.0293
81 C -0.0987
82 C -0.0966
83 C -0.0892
84 C -0.0956
85 C -0.0966
86 C -0.0970
87 H 0.0985
88 H 0.0940
89 H 0.0878
90 H 0.0974
91 H 0.1005
92 H 0.0988
93 C -0.0879
94 C -0.1104
95 C -0.1173
96 C -0.1096
97 C -0.0928
98 C -0.0780
99 H 0.0993

The following is a DFT calculation (wB97M-V/def2-TZVPD) of C21H26AgN3O2S2 as an isolated structure.

The calculation puts the lowest unoccupied orbital energy at 4.57 eV. For the gap between HOMO and LUMO, the calculation gives 4.234 eV. As for the total energy: -56435.3256 eV. The charge is -2.

Positions of all 55 atoms, in Å:
Ag  0.2932  0.3453  0.4007
C  2.9760  -0.4550  4.2515
C  2.3855  -0.2333  2.8620
S  0.6258  -0.0506  2.8865
C  3.1953  -0.1965  1.7808
C  4.6930  -0.3771  1.9191
S  2.7294  0.0411  0.0865
H  2.1779  -0.4120  4.9900
H  3.7185  0.3078  4.5148
H  3.4645  -1.4328  4.3433
H  5.0220  -0.5134  2.9504
H  5.2168  0.4897  1.5015
H  5.0234  -1.2450  1.3375
C  -1.8201  -2.6791  0.1542
N  -1.7108  -1.2712  -0.1380
C  -2.7151  -0.6408  -0.5838
C  -2.6655  0.7747  -0.8805
C  -3.7040  1.6030  -1.3243
C  -3.1434  2.8849  -1.4511
C  -1.8013  2.7458  -1.0660
N  -1.5105  1.4794  -0.7250
C  -0.7249  -3.4583  -0.5362
C  -1.0166  -4.4826  -1.4274
C  0.0021  -5.1785  -2.0667
C  1.3265  -4.8402  -1.8274
C  1.6245  -3.8067  -0.9461
C  0.6068  -3.1266  -0.2973
H  -2.8053  -3.0872  -0.1284
H  -1.6985  -2.7982  1.2368
H  -3.6747  -1.1533  -0.7612
H  -4.7242  1.3020  -1.5239
H  -3.6414  3.7959  -1.7556
H  -1.0452  3.5185  -1.0025
H  -2.0527  -4.7187  -1.6470
H  -0.2410  -5.9665  -2.7711
H  2.1234  -5.3684  -2.3399
H  2.6483  -3.5000  -0.7698
H  0.8515  -2.3074  0.3707
O  -1.6527  -1.8921  -4.1193
C  -1.0746  -0.8476  -3.9318
O  -0.3537  -0.5818  -2.8644
C  -1.1975  0.3297  -4.9020
N  -0.1722  1.3523  -4.6528
C  -0.8108  2.6779  -4.5260
C  -2.2228  2.4955  -5.0774
C  -2.5297  1.0596  -4.6662
H  -1.1501  -0.0733  -5.9181
H  0.5583  1.3398  -5.3467
H  0.0576  0.2987  -2.9807
H  -0.2305  3.4333  -5.0595
H  -0.8628  2.9559  -3.4722
H  -2.2257  2.6007  -6.1685
H  -2.9310  3.2041  -4.6474
H  -3.3489  0.5956  -5.2137
H  -2.7759  1.0427  -3.6002

The net atomic charges from natural (NBO), expressed in e, are:
1 Ag 0.7416
2 C -0.6402
3 C -0.2095
4 S -0.6117
5 C -0.2065
6 C -0.6363
7 S -0.6163
8 H 0.2154
9 H 0.1800
10 H 0.1814
11 H 0.1827
12 H 0.1935
13 H 0.1927
14 C -0.2693
15 N -0.4480
16 C 0.1338
17 C -0.0323
18 C -0.3312
19 C -0.4007
20 C -0.0904
21 N -0.5396
22 C 0.0802
23 C -0.2466
24 C -0.2333
25 C -0.2443
26 C -0.1962
27 C -0.2147
28 H 0.1466
29 H 0.2104
30 H 0.1256
31 H 0.1892
32 H 0.1855
33 H 0.1797
34 H 0.1933
35 H 0.1867
36 H 0.1875
37 H 0.2207
38 H 0.2628
39 O -0.6290
40 C 0.7884
41 O -0.6396
42 C -0.1712
43 N -0.6512
44 C -0.2305
45 C -0.4162
46 C -0.4123
47 H 0.1888
48 H 0.3668
49 H 0.5218
50 H 0.1772
51 H 0.2237
52 H 0.1736
53 H 0.2210
54 H 0.2086
55 H 0.2580

The following is a DFT calculation (wB97M-V/def2-TZVPD) of a 8-piece molecular cluster, C9H34N2O7 overall.

The calculation puts the lowest unoccupied orbital energy at -0.35 eV. For the gap between HOMO and LUMO, the calculation gives 5.467 eV. As for the total energy: -27195.3084 eV.

Positions of all 52 atoms, in Å:
N  -0.7116  -1.9364  0.6058
H  -1.4136  -2.4878  0.1037
H  0.1144  -1.8001  -0.0155
H  -0.4033  -2.3423  1.5040
H  -0.9955  -0.9955  0.8799
C  3.2169  1.0641  0.2005
C  1.7718  0.8111  0.5909
C  1.1483  2.1210  1.1854
C  0.7965  3.1535  0.1152
C  -0.1148  2.4610  -0.8733
C  0.4741  1.1727  -1.4536
N  0.9464  0.2206  -0.4763
O  1.4049  -1.0416  -0.9692
C  1.5039  1.6603  -2.5394
C  -0.6798  0.5106  -2.2564
C  1.7504  -0.1286  1.8028
H  3.4134  1.9946  -0.3333
H  3.5434  0.3020  -0.5148
H  3.9441  0.9659  1.0105
H  1.9437  2.4401  1.8659
H  0.2682  2.0316  1.8291
H  1.6614  3.5373  -0.4368
H  0.3796  4.0496  0.5809
H  -0.4171  3.1252  -1.6835
H  -1.0444  2.2592  -0.3233
H  2.3602  2.1532  -2.0889
H  0.9995  2.3317  -3.2354
H  1.8058  0.7929  -3.1290
H  -1.3610  1.2356  -2.7107
H  -1.2984  0.0062  -1.5045
H  -0.4247  -0.2282  -3.0086
H  2.2682  -1.0752  1.6243
H  0.7764  -0.4618  2.1713
H  2.1735  0.3906  2.6673
O  0.2871  -3.1283  2.9524
H  -0.1527  -3.7576  3.5351
H  1.0885  -3.5819  2.6598
O  -2.3658  -4.1025  -0.1226
H  -2.5272  -4.5504  -0.9614
H  -3.2426  -3.9370  0.2393
O  0.9471  -2.2127  -3.4813
H  1.7596  -1.9348  -3.9118
H  0.8363  -1.5786  -2.7380
O  -3.3487  -1.2486  -0.4119
H  -4.2684  -1.4728  -0.2330
H  -3.3063  -1.1429  -1.3711
O  -3.3619  1.7675  0.8684
H  -4.2265  1.3802  1.0303
H  -2.7455  1.0325  0.9706
O  -1.8295  -0.0201  2.8936
H  -1.3926  0.7728  3.2276
H  -1.9513  -0.5778  3.6691

The net atomic charges from natural (NBO), expressed in e, are:
1 N -0.9474
2 H 0.4508
3 H 0.4810
4 H 0.4374
5 H 0.4391
6 C -0.6582
7 C 0.1064
8 C -0.3918
9 C -0.4084
10 C -0.3970
11 C 0.1223
12 N -0.2549
13 O -0.8281
14 C -0.6460
15 C -0.6049
16 C -0.6014
17 H 0.2019
18 H 0.2426
19 H 0.2039
20 H 0.2039
21 H 0.1845
22 H 0.1941
23 H 0.2057
24 H 0.2084
25 H 0.1992
26 H 0.2006
27 H 0.1976
28 H 0.2126
29 H 0.2001
30 H 0.1836
31 H 0.2190
32 H 0.2139
33 H 0.1902
34 H 0.1965
35 O -0.9456
36 H 0.4843
37 H 0.4929
38 O -0.9428
39 H 0.4880
40 H 0.4759
41 O -0.9891
42 H 0.4609
43 H 0.5066
44 O -0.9534
45 H 0.4690
46 H 0.4893
47 O -0.9427
48 H 0.4620
49 H 0.4814
50 O -0.9580
51 H 0.4876
52 H 0.4764

> Which of these has the lowest lowest unoccupied orbital energy?

C9H34N2O7

> gap between HOMO and LUMO of number 1 (C52H73BN6O5PS2)?

6.177 eV

> Look up the gap between HOMO and LUMO of the third one.

5.467 eV

> gap between HOMO and LUMO of number 2 (C21H26AgN3O2S2)?

4.234 eV